No. 1
DFT (ωB97M-V/def2-TZVPD) results for C33H67O2PS in the gas phase in a non-equilibrium geometry.

Computed properties:
Spin multiplicity: 1
LUMO: 0.64 eV
HOMO-LUMO gap: 9.1197 eV
Energy above the lowest of the compared OMol25 structures with the same formula, charge and spin: 370.29 kJ/mol
Energy: -2187.4166 a.u.

Cartesian coordinates (Å):
C 9.0007 -7.1097 -1.7187
C 10.1360 -6.5224 -0.7763
C 9.6975 -5.0664 -0.2571
C 9.5080 -5.1788 1.3039
C 9.6171 -3.8120 2.0998
C 9.6646 -2.5160 1.2085
C 9.1886 -1.2949 2.1261
C 10.0466 0.0023 1.8797
C 9.8572 0.5715 0.4149
C 8.7147 1.6841 0.3513
C 7.7213 1.2610 -0.8231
C 6.9350 2.5172 -1.4018
C 5.4224 2.5196 -0.9411
C 4.4994 3.0980 -2.0895
C 3.0093 2.5550 -1.9903
C 2.0730 3.6558 -1.3392
C 0.8983 3.0214 -0.4966
O 0.1735 1.9476 -1.0987
C -1.2159 2.1099 -0.8099
C -1.3998 3.6675 -0.7354
C -2.8070 4.2872 -0.3830
C -3.7619 3.3680 0.4811
C -5.0757 3.1124 -0.3752
C -6.1821 2.3111 0.4055
C -7.1450 1.5556 -0.6289
C -7.5910 0.1324 -0.1330
C -8.9575 0.1637 0.6868
C -10.1955 0.0955 -0.3098
C -11.0540 -1.2406 -0.1165
C -12.3289 -0.8391 0.7146
C -13.1955 -2.0431 1.2248
C -13.4318 -3.1767 0.1732
O -14.5465 -3.9520 0.6737
C -14.9241 -4.9599 -0.2648
C -0.1194 4.1025 0.0794
P -0.2413 4.2399 1.9457
S 1.5950 4.4643 2.6291
H 8.8381 -6.3735 -2.5486
H 9.3643 -8.0918 -2.1255
H 8.0313 -7.2611 -1.1858
H 11.0763 -6.4578 -1.3758
H 10.3264 -7.2303 0.0654
H 8.7129 -4.8725 -0.7467
H 10.5079 -4.3689 -0.5642
H 8.5362 -5.6799 1.5331
H 10.3195 -5.8477 1.6977
H 8.6833 -3.7316 2.7245
H 10.4889 -3.7897 2.8050
H 10.6867 -2.3372 0.7986
H 8.9389 -2.5378 0.3535
H 8.0870 -1.1191 2.0316
H 9.3864 -1.6130 3.1892
H 11.1240 -0.1281 2.1575
H 9.6431 0.7935 2.5744
H 9.6746 -0.2622 -0.3010
H 10.8076 1.0924 0.1424
H 9.1499 2.6969 0.1802
H 8.1002 1.7147 1.2833
H 8.3022 0.7175 -1.6174
H 7.0259 0.5057 -0.3803
H 7.0690 2.5121 -2.5085
H 7.4275 3.4243 -0.9773
H 5.3195 3.0803 0.0208
H 5.1314 1.4596 -0.7347
H 4.9292 2.8544 -3.0901
H 4.4589 4.2131 -1.9541
H 3.0045 1.6057 -1.4004
H 2.6549 2.3788 -3.0413
H 1.6863 4.3742 -2.1078
H 2.7377 4.2619 -0.6628
H 1.4672 2.6289 0.3933
H -1.3783 1.5956 0.1812
H -1.9520 1.7582 -1.5707
H -1.2562 4.0004 -1.8035
H -2.6448 5.2716 0.1381
H -3.3272 4.5384 -1.3425
H -4.0259 3.9540 1.4044
H -3.3070 2.4117 0.8277
H -5.4990 4.1319 -0.5871
H -4.7805 2.6510 -1.3525
H -5.7767 1.6079 1.1745
H -6.8423 3.0619 0.9200
H -6.5369 1.4560 -1.5685
H -8.0053 2.2355 -0.8685
H -7.6305 -0.6098 -0.9679
H -6.8155 -0.2142 0.6001
H -8.9974 -0.6328 1.4700
H -8.9358 1.1492 1.2304
H -10.8578 0.9563 -0.0084
H -9.9117 0.2740 -1.3727
H -10.4302 -2.0385 0.3495
H -11.3580 -1.5493 -1.1472
H -12.8924 -0.0695 0.1359
H -11.9474 -0.3106 1.6352
H -14.2144 -1.6396 1.4865
H -12.8179 -2.5002 2.1780
H -12.5583 -3.8919 0.1676
H -13.6579 -2.8038 -0.8581
H -14.4169 -5.9158 0.0296
H -14.7700 -4.6783 -1.3334
H -16.0257 -5.1351 -0.1162
H 0.0823 5.1672 -0.2125
H -1.0313 5.3765 2.2921
H -0.7639 3.0483 2.5518

---

No. 2
DFT (ωB97M-V/def2-TZVPD) results for 9 unconnected molecules or ions with the total composition C33H68BN3O17S3 in a non-equilibrium geometry.

Computed properties:
Spin multiplicity: 1
LUMO: -0.17 eV
HOMO-LUMO gap: 8.5525 eV
Energy: -3961.0284 a.u.

Cartesian coordinates (Å):
C 2.5704 0.5959 -1.0248
C 1.6555 1.1977 0.0910
C 0.1868 0.9698 -0.2218
C -0.2589 -0.4557 -0.3867
N -1.6838 -0.8246 -0.0105
C -2.1990 -2.1277 -0.5954
C -3.7102 -1.8808 -0.7680
C -3.9497 -0.3926 -0.7941
C -2.5424 0.2038 -0.7016
C -1.8570 -0.8534 1.5044
H 2.6733 1.1237 -1.9694
H 2.1848 -0.4224 -1.0965
H 3.5714 0.5447 -0.5912
H 1.8445 2.2676 0.2135
H 2.0083 0.8169 1.0527
H -0.0071 1.5518 -1.1248
H -0.3782 1.4478 0.5877
H 0.3605 -1.2422 0.0457
H -0.3216 -0.7167 -1.4474
H -1.9546 -3.0554 -0.0888
H -1.7232 -2.1335 -1.5786
H -4.3270 -2.4600 -0.0780
H -4.0093 -2.3382 -1.7155
H -4.6174 0.0493 -0.0553
H -4.4157 -0.1529 -1.7509
H -2.4643 1.1495 -0.1744
H -2.2124 0.2978 -1.7364
H -2.8859 -0.6429 1.7972
H -1.2132 -0.1008 1.9481
H -1.5791 -1.8607 1.7915
O -0.1692 5.9149 1.8056
C -0.9470 5.0707 1.5226
O -1.8771 4.5130 2.3025
B -2.7927 3.6870 1.5241
O -2.0795 3.4792 0.2463
C -1.1058 4.3643 0.1545
O -0.4970 4.5928 -0.8479
O -4.1900 4.2467 1.4682
C -5.0644 3.2919 1.7824
O -6.2468 3.2702 1.6152
C -4.2538 2.0342 2.0889
O -3.0095 2.3915 2.1685
O -4.6771 0.9194 2.2868
C 2.1997 -3.2034 3.4150
S 2.2941 -1.3706 3.5051
O 0.9354 -0.8714 3.0201
C 2.2806 -1.1061 5.2956
H 2.7776 -3.8063 4.1141
H 2.4935 -3.5736 2.4294
H 1.1652 -3.5597 3.3743
H 2.6158 -0.0847 5.4629
H 2.9642 -1.7755 5.8172
H 1.2597 -1.2668 5.6365
C -1.9103 -4.2041 3.3882
S -3.6238 -4.7930 3.2026
O -4.2348 -3.8079 2.2265
C -3.3410 -6.3561 2.2984
H -1.8805 -3.1806 3.7513
H -1.6403 -4.1675 2.3298
H -1.3928 -4.9112 4.0318
H -2.6224 -7.0285 2.7604
H -3.1187 -6.0207 1.2839
H -4.2954 -6.8789 2.2470
C -0.6308 3.4440 5.8546
S -0.1880 1.7318 6.2424
O -1.2377 1.3584 7.2659
C -0.8324 0.9467 4.7178
H -1.5869 3.4484 5.3358
H 0.1443 3.9557 5.2843
H -0.7364 3.9319 6.8215
H -0.9222 -0.1400 4.7749
H -0.2916 1.1774 3.8031
H -1.8991 1.1856 4.6661
C -0.2688 3.3362 -3.6450
O -1.4249 3.1851 -3.9864
N 0.7546 2.5970 -4.1839
C 2.1214 2.9291 -3.8420
C 0.5077 1.6606 -5.2745
H 0.1445 4.1914 -3.0844
H 2.2425 3.1353 -2.7723
H 2.4330 3.8894 -4.2675
H 2.7901 2.0994 -4.0560
H 0.6074 2.1283 -6.2571
H 1.2257 0.8504 -5.1670
H -0.5053 1.2679 -5.2636
C -1.6551 -1.5436 -4.6194
O -0.8396 -1.5313 -3.7210
N -2.7464 -0.7543 -4.6522
C -3.5842 -0.8050 -5.8370
C -3.0027 0.2969 -3.6783
H -1.5293 -2.1280 -5.5374
H -4.4482 -1.4631 -5.7006
H -3.0511 -1.1780 -6.7103
H -4.0623 0.1275 -6.1400
H -3.9839 0.2009 -3.2109
H -2.2226 0.5671 -2.9758
H -3.1029 1.1938 -4.2994
O 7.0762 2.2433 2.2741
C 5.9231 1.9328 2.1429
O 5.2058 2.2352 1.0540
C 5.7729 3.1744 0.1266
C 4.7849 3.3023 -0.9908
C 5.1125 1.1715 3.1260
H 6.7499 2.9595 -0.3055
H 5.8407 4.1130 0.6776
H 4.6732 2.4038 -1.6006
H 5.0592 4.0441 -1.7459
H 3.7966 3.6019 -0.6377
H 5.7202 0.9300 3.9954
H 4.7292 0.2932 2.6093
H 4.3143 1.7872 3.5445
O 1.0641 -2.9303 -1.8925
C 2.2343 -3.2078 -1.7761
O 3.0698 -3.1601 -2.7835
C 2.5443 -2.6616 -4.0511
C 1.5202 -3.5914 -4.6608
C 2.9275 -3.5688 -0.5000
H 3.4370 -2.5196 -4.6519
H 2.1193 -1.6947 -3.7771
H 1.9210 -4.6092 -4.6390
H 1.3792 -3.3093 -5.7041
H 0.5763 -3.6370 -4.1275
H 2.6567 -2.9282 0.3387
H 4.0057 -3.4344 -0.6006
H 2.8058 -4.5975 -0.1584

---

> The lowest HOMO-LUMO gap belongs to which entry?

C33H68BN3O17S3